Record 1
14
Properties=species:S:1:pos:R:3 method="wB97M-V/def2-TZVPD" max_force_ev_per_a=2.6 total_energy_ev=-11211.26032 orbital_gap_ev=9.4 smiles="[H]/N=C/[C@@H]1N=NCON1" homo_energy_ev=-8.67 lumo_energy_ev=0.73 charge=0 de_lowest_kcal_mol=127.2
C -1.6055 0.2113 -0.3170
C 2.0566 0.2026 -0.3990
C -0.5112 -0.1783 0.6711
N 1.3160 1.3186 0.1838
N 0.2496 1.1549 0.7244
N -2.7344 0.3533 0.1636
N 0.3142 -1.2817 0.1820
O 1.7545 -0.9984 0.2482
H -1.3752 0.3013 -1.3820
H 1.8562 0.3038 -1.5719
H 3.0942 0.4299 -0.2604
H -1.1108 -0.1573 1.6778
H -3.3988 0.5238 -0.6129
H 0.0945 -2.1839 0.6921

Record 2
14
Properties=species:S:1:pos:R:3 method="wB97M-V/def2-TZVPD" max_force_ev_per_a=5.6 total_energy_ev=-11210.32861 orbital_gap_ev=10.1 smiles="ONC1=NCC=NN1" homo_energy_ev=-9.27 lumo_energy_ev=0.87 charge=0 de_lowest_kcal_mol=148.7
C 0.3635 0.4246 0.1925
C -1.9137 0.9066 0.2270
C -2.0573 -0.6288 -0.3203
H 3.0681 -0.5316 0.7452
H 2.1785 1.4030 -1.0974
H -2.5956 1.6496 -0.3385
H -2.1092 1.2194 1.3240
H -2.6031 -0.9852 -1.3025
H 0.7699 -1.4703 -0.1859
N 1.7836 0.7730 -0.2808
N -0.4828 1.3130 -0.0201
N -1.0821 -1.4018 -0.1554
N 0.0654 -0.9413 0.5472
O 2.6185 -0.4623 -0.0471

Record 3
14
Properties=species:S:1:pos:R:3 method="wB97M-V/def2-TZVPD" max_force_ev_per_a=7.6 total_energy_ev=-11208.46234 s2=2.01 orbital_gap_ev="7.1 / 8.2" multiplicity=3 homo_energy_ev="-6.13 / -9.38" lumo_energy_ev="0.96 / -1.20" charge=0 de_lowest_kcal_mol=49.6
C 0.6937 -1.3665 -0.0143
C -0.5609 -1.0456 0.2947
C 1.6024 -0.3031 -0.6472
N -0.1600 1.3262 -0.0616
N -1.0619 0.2701 -0.0178
N 1.0700 1.0656 -0.3323
N -2.3428 0.6482 0.4419
O 1.9175 1.9267 -0.1571
H 1.0539 -2.3861 0.2225
H -1.0772 -1.6607 1.0446
H 2.6640 -0.2841 -0.1477
H 1.6745 -0.3329 -1.7342
H -3.1111 1.0195 -0.2011
H -2.3620 1.1228 1.3097

Record 4
15
Properties=species:S:1:pos:R:3 method="wB97M-V/def2-TZVPD" max_force_ev_per_a=4.3 total_energy_ev=-13259.68926 orbital_gap_ev=8.7 smiles="NC(O)=C1NN1.N=C=O" homo_energy_ev=-8.07 lumo_energy_ev=0.63 charge=0 de_lowest_kcal_mol=105.6
C 0.9906 -0.5661 0.0313
C -2.2367 -0.8184 -0.2035
C 0.1044 0.3928 0.3008
N -0.2517 1.6602 -0.2833
N -0.4957 1.2439 1.1883
N 1.3784 -1.6807 0.8055
N -2.4017 0.1204 -0.9004
O 1.5801 -0.5986 -1.1763
O -2.1452 -1.8400 0.3698
H 0.4489 2.3159 -0.3601
H -1.6322 1.1475 1.2378
H 0.6691 -2.2102 1.2704
H 2.0936 -2.0879 0.2661
H 1.3642 0.0898 -1.7099
H -2.1264 1.1747 -0.9382

Record 5
14
Properties=species:S:1:pos:R:3 method="wB97M-V/def2-TZVPD" max_force_ev_per_a=4.1 total_energy_ev=-17043.43909 orbital_gap_ev=9.5 smiles=[SiH3]Nc1ccnnn1 homo_energy_ev=-9.00 lumo_energy_ev=0.52 charge=0 de_lowest_kcal_mol=10.1
C 0.7812 -1.0657 0.3716
C 2.1327 -1.3486 0.0960
C 0.3187 0.2944 0.2720
N 2.9858 -0.3742 -0.2851
N 1.3513 1.1662 -0.0460
N 2.5445 0.8285 -0.2618
N -0.9013 0.9599 0.4492
Si -2.5098 0.4586 -0.2009
H 0.1574 -1.9333 0.4116
H 2.4521 -2.4072 0.2723
H -0.6587 2.0948 0.4064
H -2.5203 0.7005 -1.6821
H -2.6674 -0.9410 -0.1046
H -3.4661 1.5670 0.3016

Record 6
11
Properties=species:S:1:pos:R:3 method="wB97M-V/def2-TZVPD" max_force_ev_per_a=3.2 total_energy_ev=-6736.49500 orbital_gap_ev=10.6 smiles="C=[N+]=COC" homo_energy_ev=-16.06 lumo_energy_ev=-5.47 charge=+1 de_lowest_kcal_mol=34.2
C 2.0635 0.2456 -0.6650
C -0.3129 -0.4658 -1.2631
C -1.5445 -0.1592 0.7775
N 0.8448 -0.0645 -0.8869
O -1.3911 -0.5266 -0.5450
H 2.7455 -0.5057 -0.1376
H 2.3311 1.2396 -0.8660
H -0.5916 -0.9211 -2.2428
H -2.6242 0.1957 0.7660
H -0.8786 0.6154 1.1827
H -1.2581 -0.9595 1.4538

Record 7
12
Properties=species:S:1:pos:R:3 method="wB97M-V/def2-TZVPD" max_force_ev_per_a=4.4 total_energy_ev=-8793.12375 orbital_gap_ev=7.9 homo_energy_ev=-4.08 lumo_energy_ev=3.83 charge=-1 de_lowest_kcal_mol=48.3
C -0.6155 -1.5944 -1.2793
C -1.7262 -0.1355 0.2335
N -1.8523 -1.0248 -0.6298
H 0.2227 -1.4637 -0.5221
H -0.3769 -1.0775 -2.1813
H -0.7953 -2.7884 -1.4625
H -2.6136 0.4619 0.4027
H -0.8441 0.1621 0.8557
O 1.0631 2.1456 0.5297
C 2.1657 1.8589 1.1119
O 3.1535 2.6443 1.3618
H 2.2189 0.8115 1.5797

Record 8
12
Properties=species:S:1:pos:R:3 method="wB97M-V/def2-TZVPD" max_force_ev_per_a=5.3 total_energy_ev=-8782.95594 orbital_gap_ev=11.2 smiles=C#CC([NH3+])(O)O homo_energy_ev=-14.87 lumo_energy_ev=-3.69 charge=+1 de_lowest_kcal_mol=69.8
C -2.6129 -0.1143 -0.0828
C -1.4245 -0.0167 -0.1022
C 0.4119 0.4367 -0.0503
N 1.0247 -1.0194 -0.0844
O 0.7219 1.0601 1.0901
O 0.8120 1.0380 -1.1659
H -3.6481 -0.2984 -0.0793
H 1.6032 -1.1868 0.7506
H 0.2828 -1.7299 -0.1518
H 1.6207 -1.0858 -0.9245
H 0.0750 0.9787 1.8041
H 1.1332 1.9381 -1.0035

Record 9
12
Properties=species:S:1:pos:R:3 method="wB97M-V/def2-TZVPD" max_force_ev_per_a=4.6 total_energy_ev=-8784.61769 orbital_gap_ev=11.5 smiles="COC=[N+]=CO" homo_energy_ev=-16.37 lumo_energy_ev=-4.89 charge=+1 de_lowest_kcal_mol=31.5
C 2.1710 -0.3993 0.1731
C -2.2424 -0.1599 -0.2862
C -0.0373 0.3824 0.6101
N 1.1489 -0.0222 0.8198
O 2.6471 0.0724 -0.9474
O -0.7624 -0.3110 -0.2324
H 2.8809 -1.0314 0.7030
H -2.5352 0.4751 0.5891
H -2.5835 -1.1076 -0.1431
H -2.4751 0.2335 -1.2698
H -0.3948 1.1508 1.3563
H 2.1827 0.7172 -1.3725

Record 10
12
Properties=species:S:1:pos:R:3 method="wB97M-V/def2-TZVPD" max_force_ev_per_a=5.3 total_energy_ev=-8780.43577 orbital_gap_ev="8.2 / 8.2" homo_energy_ev="-15.79 / -15.79" lumo_energy_ev="-7.62 / -7.62" charge=+1 de_lowest_kcal_mol=127.9
C -1.8786 -0.6885 -0.0455
C -0.5142 -0.4065 0.7930
C 1.5406 0.6641 -0.6118
N -0.3274 0.9512 0.6896
O -2.4074 0.1288 -0.7362
O 0.5812 1.4757 -0.0165
H -2.2291 -1.6461 0.1574
H -0.7504 -0.8473 1.8714
H 0.3629 -1.0545 0.3793
H 2.5781 1.2314 -0.7338
H 1.3124 0.4311 -1.6867
H 1.7319 -0.2393 -0.0602

Record 11
13
Properties=species:S:1:pos:R:3 method="wB97M-V/def2-TZVPD" max_force_ev_per_a=3.1 total_energy_ev=-19628.20688 orbital_gap_ev=7.6 homo_energy_ev=-3.61 lumo_energy_ev=3.96 charge=-1 de_lowest_kcal_mol=53.5
C 0.9727 -1.1865 0.6731
C 0.4977 -0.0890 -0.1840
C -0.6219 0.7377 0.2593
N 1.6720 0.0997 0.6641
O 4.1996 -0.4246 0.6654
O 3.3493 1.2926 -0.9557
S 3.1652 -0.0868 -0.3846
H 0.3642 -1.3716 1.5250
H 1.5687 -1.9615 0.1665
H 0.8843 -0.2349 -1.2395
H -0.4569 1.8154 0.0140
H -0.6052 0.5566 1.3288
H -1.7149 0.6138 -0.0894

Record 12
13
Properties=species:S:1:pos:R:3 method="wB97M-V/def2-TZVPD" max_force_ev_per_a=1.7 total_energy_ev=-19626.74877 s2=0.76 orbital_gap_ev="10.1 / 6.7" multiplicity=2 homo_energy_ev="-9.44 / -9.59" lumo_energy_ev="0.70 / -2.92" charge=0 de_lowest_kcal_mol=0.0
O -0.3852 -0.9218 2.1132
C 0.3196 -0.0083 1.7876
O 1.0426 0.8494 2.2915
C 0.3884 0.2631 0.1179
C -0.0092 -1.0497 -0.5455
S 0.3297 -0.9140 -2.3221
N -0.5271 1.3110 -0.2227
H 1.4175 0.4979 -0.0968
H 0.5288 -1.9449 -0.2466
H -1.0648 -1.1396 -0.3736
H -0.9002 -0.6328 -2.7720
H -1.1394 1.5136 0.5629
H -0.0008 2.1761 -0.2938

Repeat the twelfth record exactly.
13
Properties=species:S:1:pos:R:3 method="wB97M-V/def2-TZVPD" max_force_ev_per_a=1.7 total_energy_ev=-19626.74877 s2=0.76 orbital_gap_ev="10.1 / 6.7" multiplicity=2 homo_energy_ev="-9.44 / -9.59" lumo_energy_ev="0.70 / -2.92" charge=0 de_lowest_kcal_mol=0.0
O -0.3852 -0.9218 2.1132
C 0.3196 -0.0083 1.7876
O 1.0426 0.8494 2.2915
C 0.3884 0.2631 0.1179
C -0.0092 -1.0497 -0.5455
S 0.3297 -0.9140 -2.3221
N -0.5271 1.3110 -0.2227
H 1.4175 0.4979 -0.0968
H 0.5288 -1.9449 -0.2466
H -1.0648 -1.1396 -0.3736
H -0.9002 -0.6328 -2.7720
H -1.1394 1.5136 0.5629
H -0.0008 2.1761 -0.2938

Repeat the sixth record exactly.
11
Properties=species:S:1:pos:R:3 method="wB97M-V/def2-TZVPD" max_force_ev_per_a=3.2 total_energy_ev=-6736.49500 orbital_gap_ev=10.6 smiles="C=[N+]=COC" homo_energy_ev=-16.06 lumo_energy_ev=-5.47 charge=+1 de_lowest_kcal_mol=34.2
C 2.0635 0.2456 -0.6650
C -0.3129 -0.4658 -1.2631
C -1.5445 -0.1592 0.7775
N 0.8448 -0.0645 -0.8869
O -1.3911 -0.5266 -0.5450
H 2.7455 -0.5057 -0.1376
H 2.3311 1.2396 -0.8660
H -0.5916 -0.9211 -2.2428
H -2.6242 0.1957 0.7660
H -0.8786 0.6154 1.1827
H -1.2581 -0.9595 1.4538

What did the first record say?
14
Properties=species:S:1:pos:R:3 method="wB97M-V/def2-TZVPD" max_force_ev_per_a=2.6 total_energy_ev=-11211.26032 orbital_gap_ev=9.4 smiles="[H]/N=C/[C@@H]1N=NCON1" homo_energy_ev=-8.67 lumo_energy_ev=0.73 charge=0 de_lowest_kcal_mol=127.2
C -1.6055 0.2113 -0.3170
C 2.0566 0.2026 -0.3990
C -0.5112 -0.1783 0.6711
N 1.3160 1.3186 0.1838
N 0.2496 1.1549 0.7244
N -2.7344 0.3533 0.1636
N 0.3142 -1.2817 0.1820
O 1.7545 -0.9984 0.2482
H -1.3752 0.3013 -1.3820
H 1.8562 0.3038 -1.5719
H 3.0942 0.4299 -0.2604
H -1.1108 -0.1573 1.6778
H -3.3988 0.5238 -0.6129
H 0.0945 -2.1839 0.6921